Entry 1:
Entry from OMol25: 4 unconnected molecules or ions with the total composition C25H37B2IO12 (wB97M-V/def2-TZVPD).

Calculated values
Frontier orbital gap (eV): 8.44

The geometry in XYZ format:
```
77
Properties=species:S:1:pos:R:3:forces:R:3
C 6.183 5.791 -2.612 -0.0545 -0.1019 0.1337
C 7.601 5.554 -3.123 -0.1524 0.7482 -0.2100
O 7.788 4.298 -3.759 -0.4677 -0.0771 0.6420
B 7.501 3.177 -2.991 0.3161 0.0100 -0.4838
O 8.390 2.739 -2.032 -0.8569 0.1531 0.3423
C 6.113 2.481 -3.271 0.5589 -0.2998 -0.0047
C 5.269 2.042 -2.321 0.4117 0.4538 -0.2290
C 5.528 2.137 -0.847 -0.4684 -0.0134 0.6516
B 4.184 2.080 0.017 0.3183 -0.3687 0.3166
O 4.000 1.016 0.841 -0.3510 -0.0252 -0.8698
O 3.247 3.119 -0.062 0.1329 -0.3925 -0.8421
C 4.000 1.430 -2.811 0.1204 0.3382 -0.3827
O 3.498 0.456 -2.316 -0.3908 -0.2125 0.5810
C 3.414 2.101 -4.008 -0.3740 0.1142 -0.2004
C 2.044 2.272 -4.149 -0.0126 0.0670 -0.3083
C 1.581 2.929 -5.283 -0.1952 0.0997 -0.1475
I -0.481 3.272 -5.534 0.2834 -0.0863 0.0924
C 2.448 3.390 -6.267 0.3698 0.0590 0.0517
C 3.823 3.212 -6.123 -0.5711 -0.2648 0.3670
C 4.284 2.570 -4.984 0.2617 0.1207 -0.1136
C 5.737 2.370 -4.710 -0.6476 -0.0477 0.5208
O 6.534 2.115 -5.570 0.5413 0.0960 -0.5655
H 6.026 5.388 -1.612 -0.0455 -0.1625 0.0560
H 5.441 5.350 -3.272 -0.0244 -0.0488 -0.1470
H 5.974 6.858 -2.555 0.0827 0.0988 0.0239
H 7.810 6.317 -3.867 0.1914 -0.0570 -0.1782
H 8.308 5.726 -2.304 0.1770 -0.2254 -0.0114
H 8.478 3.422 -1.356 0.6360 -0.0686 -0.0317
H 6.016 3.082 -0.608 0.2735 0.0515 -0.2141
H 6.175 1.319 -0.536 0.1252 -0.0243 0.0494
H 3.090 0.650 0.753 0.4653 0.0693 0.8776
H 2.469 2.792 -0.531 -0.2999 0.2663 0.3365
H 1.350 1.927 -3.399 0.0234 -0.1480 0.1070
H 2.079 3.915 -7.134 -0.1628 0.0003 -0.0416
H 4.514 3.582 -6.863 0.1154 -0.0311 -0.0996
C -1.850 -2.255 2.392 0.3447 -0.1155 -0.0917
C -0.733 -2.842 1.554 -0.2380 -0.1532 0.2957
O 0.119 -1.824 1.009 0.0574 -0.0977 -0.3205
C 1.124 -1.270 1.686 -0.0343 0.1752 0.2592
C 1.273 -1.524 3.165 0.1971 -0.4069 0.0082
O 1.869 -0.521 1.106 -0.3714 -0.1211 -0.1442
H -1.468 -1.714 3.257 -0.0168 -0.0382 0.0398
H -2.511 -3.048 2.747 -0.0209 0.0077 -0.0237
H -2.433 -1.552 1.812 -0.0894 -0.0029 -0.0648
H -0.140 -3.582 2.096 0.0621 0.0692 0.0150
H -1.150 -3.352 0.688 0.0862 0.0915 -0.1010
H 0.822 -0.693 3.706 -0.0088 0.0190 -0.0109
H 2.335 -1.563 3.396 0.0069 0.1952 -0.0326
H 0.829 -2.456 3.504 -0.1309 0.0752 0.0084
C -7.674 0.064 1.159 0.1846 0.1850 0.0568
C -7.046 -0.985 2.057 -0.2762 0.4381 -0.2526
O -5.614 -0.877 2.073 0.0770 -0.2784 -0.0211
C -4.945 -0.025 2.856 0.0165 0.2370 -0.0345
C -5.692 1.051 3.608 -0.1722 -0.2411 0.3198
O -3.743 -0.101 2.898 -0.1960 0.1647 0.1006
H -7.467 1.078 1.504 -0.0700 -0.0072 0.0451
H -8.755 -0.071 1.120 0.0007 -0.0325 -0.0057
H -7.272 -0.019 0.149 -0.0436 -0.0709 -0.0109
H -7.443 -0.962 3.072 0.0378 0.0277 0.0197
H -7.252 -1.971 1.669 0.1269 -0.1197 -0.0050
H -5.640 1.976 3.035 0.0165 0.0077 -0.0099
H -5.200 1.201 4.566 0.1447 0.0874 -0.0933
H -6.734 0.814 3.809 -0.0236 0.0475 -0.1345
C -5.088 -7.327 1.828 -0.1566 0.0037 0.0339
C -4.576 -5.920 2.055 0.0776 -0.2229 0.0185
O -5.628 -4.953 2.002 0.0924 0.1884 -0.1660
C -6.419 -4.662 3.047 -0.1673 -0.1251 0.1104
C -6.380 -5.529 4.283 0.3831 0.1374 0.1593
O -7.187 -3.742 2.948 0.0178 -0.2474 0.0853
H -5.791 -7.631 2.603 0.0604 -0.0130 0.0528
H -4.260 -8.037 1.818 0.0137 0.0130 -0.0136
H -5.612 -7.387 0.874 0.0635 0.0102 -0.0360
H -4.014 -5.826 2.986 -0.0589 -0.0135 0.0365
H -3.897 -5.643 1.251 -0.0647 0.1108 -0.0240
H -7.194 -6.250 4.228 -0.0185 0.0026 -0.0062
H -6.532 -4.891 5.150 -0.1813 0.0185 -0.0495
H -5.442 -6.059 4.430 -0.0579 -0.0966 -0.0815
```
Forces are in eV/Å.

Atomic partial charges in e from the Mulliken method, atoms 1 to 2:
1 C -0.870
2 C -0.332


Entry 2:
Entry from OMol25: a molecular structure, C19H11F13N3O2Tc (wB97M-V/def2-TZVPD).

Calculated values
2S+1: 2
Frontier orbital gap (spin up / spin down) (eV): 6.59 / 6.97
Net charge: +1

The geometry in XYZ format:
```
49
Properties=species:S:1:pos:R:3:forces:R:3
Tc 0.290 0.002 0.414 0.1759 0.1747 0.4961
C 1.957 -0.165 -2.055 -0.0405 0.0355 -0.0195
N 2.107 -0.008 -0.588 0.0472 -0.0606 -0.1438
C 2.708 1.305 -0.241 -0.0563 0.0290 -0.0018
C 1.667 2.376 -0.536 0.1195 -0.0425 0.0184
N 0.343 1.871 -0.126 -0.0197 0.1138 -0.1559
C -0.760 2.713 -0.349 -0.0564 -0.0012 -0.1313
C -0.754 4.002 -0.894 -0.0169 -0.0004 -0.0094
F 0.365 4.570 -1.355 0.0110 -0.0136 0.0139
C -1.909 4.764 -0.970 0.0224 0.0005 -0.0081
F -1.847 5.981 -1.486 -0.0087 -0.0020 0.0022
C -3.122 4.269 -0.520 0.0085 -0.0190 0.0075
F -4.218 4.999 -0.607 0.0013 0.0037 -0.0034
C -3.169 2.990 0.012 0.0113 -0.0187 -0.0044
F -4.311 2.474 0.439 -0.0003 0.0089 -0.0040
C -2.006 2.258 0.078 -0.0420 -0.0553 -0.0556
F -2.060 1.004 0.579 -0.0433 -0.0419 0.0640
C 2.839 -1.180 -0.031 -0.0518 -0.0798 -0.0024
C 1.901 -2.392 -0.066 0.0185 0.0529 -0.0002
N 0.542 -1.893 0.175 0.0375 -0.0895 -0.1184
C -0.536 -2.668 -0.260 -0.0754 -0.1142 -0.0063
C -0.730 -4.020 -0.005 0.0003 0.1030 -0.0111
F 0.155 -4.684 0.736 0.0039 -0.0105 0.0031
C -1.841 -4.682 -0.501 -0.0225 0.0021 -0.0111
F -2.019 -5.965 -0.238 0.0003 -0.0052 0.0020
C -2.781 -4.001 -1.264 0.0273 0.0085 0.0144
F -3.845 -4.636 -1.723 -0.0071 -0.0021 -0.0036
C -2.606 -2.652 -1.543 -0.0099 0.0197 -0.0075
F -3.484 -1.993 -2.283 -0.0002 0.0019 -0.0006
C -1.490 -2.026 -1.035 -0.0224 -0.0738 -0.0033
F -1.253 -0.706 -1.329 0.0021 0.0761 -0.0442
H 2.940 -0.143 -2.531 0.0069 0.0031 0.0174
H 1.344 0.639 -2.454 -0.0034 -0.0073 -0.0071
H 1.473 -1.113 -2.275 -0.0049 0.0038 0.0099
H 3.623 1.476 -0.812 0.0009 -0.0022 -0.0041
H 2.954 1.279 0.819 -0.0206 -0.0007 0.0008
H 1.662 2.618 -1.600 -0.0158 0.0344 0.0150
H 1.919 3.293 -0.004 -0.0073 -0.0157 0.0333
H 3.121 -0.936 0.991 -0.0356 0.0098 0.0041
H 3.746 -1.360 -0.611 0.0171 -0.0022 0.0202
H 2.193 -3.099 0.713 0.0336 -0.0062 -0.0183
H 1.954 -2.924 -1.020 -0.0067 0.0149 -0.0097
F 1.581 -1.018 4.641 -0.0478 0.0329 0.0105
C 0.495 -0.275 4.411 0.0321 -0.0284 0.0044
F -0.545 -0.816 5.018 0.0154 0.0118 -0.0175
F 0.702 0.952 4.886 0.0027 -0.0260 -0.0056
C 0.262 -0.196 2.892 -0.1240 -0.0107 -0.0332
O -0.790 -0.535 2.345 0.0377 -0.0018 0.0691
O 1.230 0.250 2.166 0.1060 -0.0094 0.0349
```
Forces are in eV/Å.

Atomic partial charges in e from the natural (NBO) method, atoms 1 to 2:
1 Tc 1.293
2 C -0.436


Entry 3:
Entry from OMol25: a molecular structure, C18H14ClN2O10S2SeY at a distorted geometry (wB97M-V/def2-TZVPD).

Calculated values
Frontier orbital gap (spin up / spin down) (eV): 3.25 / 2.83
Net charge: -2

The geometry in XYZ format:
```
49
Properties=species:S:1:pos:R:3:forces:R:3
Y 0.574 0.309 -0.145 -0.3984 -1.6537 0.4097
O 4.888 0.476 -1.175 1.5593 1.5760 -0.0640
C 5.416 -0.662 -0.726 -0.8709 -0.3735 -0.4716
C 6.819 -0.805 -0.550 -0.7232 0.2075 -0.4267
C 7.330 -2.037 -0.200 0.2622 -0.0480 0.5097
C 6.416 -3.068 0.019 1.9734 -0.9056 0.4571
C 5.074 -2.916 -0.033 -2.9359 0.5572 0.2629
C 4.482 -1.715 -0.481 2.5279 -0.0101 -0.1268
C 3.071 -1.484 -0.712 -2.1649 -2.1942 1.9322
O 2.654 -0.361 -1.242 -1.6896 1.0463 0.2915
N 2.199 -2.375 -0.195 6.3968 -0.4193 -0.7758
N 0.985 -2.038 -0.073 -3.9929 -1.2558 -2.1529
C 0.121 -3.122 -0.022 2.1950 3.3407 0.0014
S -1.630 -2.625 -0.205 0.5074 -1.4355 -0.6801
C -1.809 -4.444 -0.534 -1.1167 -0.8722 -1.6545
C -0.842 -5.290 0.286 -1.9086 -1.0360 1.1983
S 0.793 -4.702 0.032 0.6728 0.3407 -0.8880
H 3.878 0.431 -1.203 0.2800 -0.5075 -0.0914
H 7.483 0.015 -0.791 -0.2051 0.2369 0.1469
H 8.407 -2.200 0.076 -1.1117 0.2334 -0.7175
H 6.873 -4.019 0.247 -0.2786 -0.3396 0.4241
H 4.317 -3.604 0.387 0.8515 -0.2615 -0.6669
H -1.660 -4.539 -1.644 0.0321 -0.6036 0.6864
H -2.868 -4.617 -0.303 0.3194 -0.3259 -0.0229
H -0.990 -6.347 0.018 0.4625 0.2507 0.0482
H -1.013 -5.223 1.405 -0.3513 0.1506 -1.1711
Se -1.001 -1.625 1.651 -0.6609 3.6845 3.4782
O -1.145 3.686 -0.653 0.9762 -0.1006 -0.3048
C -1.687 2.604 -0.552 0.1390 -0.7549 -0.0145
O -1.148 1.412 -0.795 -1.1434 1.6253 0.0482
C -3.140 2.698 -0.144 -0.9944 -0.9357 -0.3459
C -4.038 1.642 -0.253 1.5914 -0.2582 -0.0043
C -5.393 1.779 -0.010 -0.8683 -2.9706 -0.9489
C -5.860 2.980 0.288 -0.3814 4.0962 0.8943
O -7.126 3.448 0.564 -0.9916 0.6685 -0.3345
C -7.077 4.948 0.499 0.8327 -2.9348 1.8364
O -5.713 5.260 0.582 0.0120 0.2842 -0.0867
C -4.997 4.083 0.372 -0.1660 -0.4903 -0.4697
C -3.658 3.964 0.165 0.0626 0.2609 0.2812
H -3.636 0.675 -0.532 -0.0388 -0.0282 0.0454
H -6.072 0.922 -0.196 0.4964 0.5947 0.4009
H -7.603 5.292 1.396 0.0942 0.1008 -0.2079
H -7.585 5.241 -0.388 -0.0592 0.4805 -1.0916
H -3.003 4.806 0.242 0.2862 0.3162 -0.1173
O 0.691 1.747 1.679 1.9824 1.8472 0.2500
Cl 1.812 2.695 1.178 -0.4641 -2.4391 -3.0091
O 1.430 4.051 1.127 -0.1036 0.1732 0.9390
O 3.066 2.450 1.837 -1.2566 0.2890 -0.0307
O 1.915 2.203 -0.293 0.3627 0.7935 2.3340
```
Forces are in eV/Å.

Atomic partial charges in e from the natural (NBO) method, atoms 1 to 2:
1 Y 2.033
2 O -0.715